{"formula": "C10H11FN2O4S2Zn", "method": "wB97M-V/def2-TZVPD", "elements": ["C", "C", "O", "C", "C", "C", "C", "S", "O", "O", "F", "C", "C", "O", "C", "N", "S", "N", "C", "H", "H", "H", "H", "H", "H", "H", "H", "H", "H", "H", "Zn"], "positions_angstrom": [[3.3436, -0.6781, 1.3540], [2.3400, 0.2541, 0.4010], [2.1247, -0.3056, -0.9429], [1.6830, 0.7110, -1.9102], [0.0994, 0.5634, -2.3724], [-0.7532, 0.1580, -1.0072], [-1.1969, 1.3201, 0.0631], [-0.8677, 3.1588, -0.0832], [0.5035, 3.6219, 0.4721], [-0.9983, 3.7373, -1.5135], [-2.0798, 3.9493, 0.8916], [-2.0019, 0.8128, 1.4237], [-2.3000, -0.8211, 1.6136], [-2.9870, -1.2223, 2.8768], [-1.8689, -1.9655, 0.5217], [-2.0528, -3.4664, 0.4805], [-1.2414, -3.9616, -1.0257], [-0.6279, -2.5129, -1.8262], [-1.0738, -1.4550, -0.8180], [4.2993, -0.0261, 1.5640], [2.7921, -0.8595, 2.3942], [3.5725, -1.7181, 0.8686], [1.2826, 0.2096, 0.9524], [2.6647, 1.3795, 0.4243], [1.9565, 1.8243, -1.5927], [2.3158, 0.5169, -2.9035], [-0.0677, -0.2429, -3.2162], [-0.2346, 1.5946, -2.8304], [-2.3187, 1.6237, 2.2145], [-2.2201, -1.2424, 3.5482], [-4.0870, -4.9580, -0.0225]], "atomic_forces_ev_per_a": [[-0.6084, 0.6912, 0.1198], [-0.6419, -0.5034, 1.6576], [-0.0711, 2.6410, 0.0159], [1.6800, 0.1137, -1.0136], [-1.0234, -0.3476, 1.0537], [-0.1341, 0.4130, -0.7432], [-2.3342, -5.3728, 2.8703], [4.2266, 6.9347, -3.0098], [-5.5677, -3.1391, -0.8750], [-0.8208, -3.4930, 5.3375], [2.3710, -2.7184, -1.9256], [1.8884, -1.7681, -3.6941], [0.0847, 0.3861, 0.4131], [3.8200, 1.0804, -3.2747], [0.5089, 0.5524, -1.7029], [1.5068, 4.4429, -1.7814], [0.4894, 3.0458, -0.0328], [-3.5511, 1.5230, 6.7700], [0.0283, 0.4960, 0.3675], [-1.7668, -1.6628, -0.5009], [1.2694, 0.4019, -2.3120], [-0.3281, 2.1872, 0.8301], [1.6995, 0.2314, -1.0855], [-0.5169, -2.1851, -0.4308], [-0.9051, -2.4503, -0.3225], [-1.5228, 0.3053, 2.0534], [0.4734, 1.3893, 2.0808], [0.5014, -1.8564, 1.3025], [0.4616, -2.0078, -1.5314], [-1.5832, 0.0495, -0.9359], [0.3663, 0.6200, 0.2996]], "de_lowest_ev": 10.9497, "total_charge": 2, "gap_ev": 3.0, "e_lumo_ev": -12.17, "spin_multiplicity": 1}